# CH2INO

A 2-piece molecular cluster, CH2INO overall (wB97M-V/def2-TZVPD, the Open Molecules 2025 dataset).

Results
E_LUMO = -0.22 eV
Total energy = -12702.9716 eV
Energy above the lowest of the compared OMol25 structures with the same formula, charge and spin = 5.1155 eV
Net charge = 0

The geometry in XYZ format:
```
6
Properties=species:S:1:pos:R:3:mulliken_charge:R:1
C 2.030 -0.268 0.167 0.1355
N 1.339 -1.157 0.034 -0.4077
O -1.092 1.152 0.029 -0.6871
I -1.843 -0.524 0.054 0.5499
H 2.638 0.599 0.286 0.2732
H -3.071 0.198 -0.570 0.1362
```

# C4H9NOS

A single C4H9NOS molecule (wB97M-V/def2-TZVPD, the Open Molecules 2025 dataset).

Results
E_LUMO = 0.68 eV
Total energy = -18665.7557 eV
Energy above the lowest of the compared OMol25 structures with the same formula, charge and spin = 1.7707 eV
Net charge = 0

The geometry in XYZ format:
```
16
Properties=species:S:1:pos:R:3:mulliken_charge:R:1
N 1.423 -2.306 -0.101 -0.4169
C 0.868 -1.121 0.533 0.5317
O 1.298 -0.165 1.284 -0.5761
C -0.683 -1.150 0.190 -0.7793
C -0.856 -0.448 -1.170 -0.3937
C -0.597 1.027 -1.160 -0.5951
S -0.712 2.032 0.383 -0.2231
H 2.477 -2.375 -0.087 0.2560
H 1.005 -2.876 -0.788 0.2052
H -0.944 -2.210 0.033 0.3177
H -1.150 -0.610 0.998 0.3600
H -0.364 -0.961 -2.054 0.2989
H -1.930 -0.684 -1.370 0.2603
H 0.374 1.077 -1.643 0.3206
H -1.415 1.540 -1.765 0.3047
H 0.589 2.201 0.632 0.1291
```

# C20H21MnN2O6S

C20H21MnN2O6S as an isolated structure (wB97M-V/def2-TZVPD, the Open Molecules 2025 dataset).

Results
Spin multiplicity = 5
E_LUMO (alpha / beta) = -0.63 / -0.68 eV
<S²> = 6.05
Total energy = -78501.8935 eV
Energy above the lowest of the compared OMol25 structures with the same formula, charge and spin = 0.8679 eV
Net charge = 0

The geometry in XYZ format:
```
51
Properties=species:S:1:pos:R:3:mulliken_spin:R:1
Mn 0.282 0.080 -0.146 3.8968
C -1.680 2.649 -2.724 -0.0003
O -2.471 1.765 -3.488 0.0004
C -2.386 0.418 -3.312 -0.0003
C -3.225 -0.328 -4.130 0.0126
C -3.284 -1.713 -4.044 0.0030
C -2.504 -2.376 -3.127 0.0090
C -1.624 -1.671 -2.295 -0.0008
C -0.865 -2.390 -1.331 0.0861
N -0.045 -1.844 -0.474 -0.0950
N 0.521 -2.658 0.441 -0.0087
C 1.206 -1.969 1.326 -0.0245
O 1.328 -0.689 1.185 0.0045
C 1.772 -2.681 2.479 0.0037
C 2.762 -2.098 3.267 0.0023
C 3.238 -2.770 4.378 0.0004
C 2.729 -4.013 4.716 -0.0006
C 1.753 -4.601 3.926 0.0006
C 1.275 -3.943 2.810 -0.0032
C -1.548 -0.241 -2.367 0.0236
O -0.744 0.421 -1.582 0.0159
H -1.904 3.644 -3.114 0.0013
H -0.617 2.432 -2.845 0.0003
H -1.926 2.611 -1.658 -0.0002
H -3.839 0.207 -4.837 0.0003
H -3.962 -2.262 -4.678 0.0009
H -2.557 -3.450 -3.022 0.0010
H -0.991 -3.466 -1.265 -0.0010
H 3.145 -1.129 2.984 0.0019
H 4.006 -2.324 4.991 0.0000
H 3.091 -4.532 5.592 -0.0001
H 1.355 -5.571 4.185 0.0000
H 0.514 -4.376 2.181 -0.0006
O 1.459 1.793 -0.627 0.0268
S 0.911 3.184 -0.452 -0.0039
C 1.657 4.064 -1.909 0.0011
C 1.869 5.467 -1.393 -0.0007
C 2.658 5.303 -0.095 0.0005
C 2.069 4.109 0.661 0.0009
H 0.970 4.013 -2.748 -0.0004
H 2.592 3.566 -2.152 0.0004
H 0.901 5.928 -1.187 0.0001
H 2.389 6.097 -2.115 0.0000
H 2.595 6.216 0.497 -0.0003
H 3.707 5.123 -0.332 0.0002
H 1.461 4.407 1.509 0.0000
H 2.817 3.399 1.004 0.0015
O -1.316 0.614 1.252 0.0467
C -0.944 1.603 1.918 -0.0064
O -0.065 2.416 1.618 0.0007
H -1.477 1.760 2.885 0.0034
```

# C4H5N

A single C4H5N molecule (wB97M-V/def2-TZVPD, the Open Molecules 2025 dataset).

Results
E_LUMO = 0.87 eV
Total energy = -5714.4063 eV
Energy above the lowest of the compared OMol25 structures with the same formula, charge and spin = 4.4403 eV
Net charge = 0

The geometry in XYZ format:
```
10
Properties=species:S:1:pos:R:3:mulliken_charge:R:1
C 0.263 0.532 2.322 0.2677
C 0.241 0.030 1.231 -0.5877
C 0.114 -0.578 -0.084 -0.5425
C -0.654 0.365 -2.155 -0.3629
N 0.211 0.426 -1.158 -0.1343
H 0.303 0.961 3.296 0.3981
H 0.788 -1.427 -0.236 0.2734
H -0.914 -0.914 -0.185 0.2904
H -0.918 -0.734 -2.157 0.1549
H 0.566 1.339 -0.874 0.2431
```